No. 1
Formula: C38H34CaN12O3SSe
Source: OMol25
Level of theory: ωB97M-V/def2-TZVPD

The value obtained for the highest occupied orbital energy is -0.2308 Ha. For the LUMO energy, the calculation gives -0.95 eV. Its charge is 0.

```
90
C38H34CaN12O3SSe, DFT ωB97M-V/def2-TZVPD
C 0.673 2.031 4.669
H -0.467 2.308 0.088
C 0.234 -2.614 3.031
Ca -1.314 0.171 -0.432
N -2.520 -1.836 -0.936
H -2.135 3.142 3.124
H -3.210 -4.764 0.545
C 1.000 -3.842 3.082
C 1.195 -2.216 -1.625
O 0.227 0.503 6.648
C -0.233 4.100 -2.123
C -1.463 -1.297 -3.067
C -2.094 -4.538 -1.277
C -0.580 2.607 4.515
C -1.482 -1.757 -4.379
C -0.646 0.777 -3.708
N -0.886 -0.995 1.666
H 2.574 -5.091 -0.522
H 0.031 -2.350 5.161
H -1.387 4.648 -0.402
C -3.801 -2.150 1.097
H -1.906 2.752 0.790
N 5.625 2.854 -0.774
C -3.460 1.193 -1.090
H -4.170 1.388 -0.272
H -1.894 -2.725 -4.622
O 1.152 2.710 7.148
C 0.607 -2.549 0.567
C 1.516 -4.429 1.873
H 2.383 1.229 3.714
N 1.423 0.859 -0.975
H 1.158 -1.550 -2.481
C -1.420 -0.487 2.769
C -0.048 -2.038 1.779
H -3.267 -2.294 2.038
C 0.213 4.364 -4.447
S 1.224 1.525 6.316
C -0.103 3.031 -4.603
C 1.361 -3.740 0.611
C -1.889 -2.275 -2.024
H 0.468 4.972 -5.306
H 5.344 3.638 -0.210
C -2.812 -4.076 -0.189
C 1.401 1.656 3.555
C 1.933 -3.392 -1.681
H -1.432 -0.379 4.936
H -1.897 -5.595 -1.399
H -1.113 2.929 5.402
H 6.590 2.579 -0.741
O 2.558 0.988 6.105
H -0.154 5.815 -0.855
H -2.156 0.293 2.621
C -0.444 2.266 2.135
C 0.853 1.781 2.287
H -0.137 2.641 -5.605
H -0.879 -1.301 -6.385
C 4.663 1.946 -1.042
C -0.401 2.242 -3.484
H -1.074 -3.976 -3.074
N 5.032 0.780 -1.616
C -0.252 -1.987 4.182
H 0.442 5.941 -3.010
N -0.510 2.801 -2.273
C -0.934 -0.960 -5.359
H -0.011 0.882 -5.783
H -3.328 2.138 -1.639
C -0.476 0.292 -5.014
H 0.318 4.326 -0.039
N 2.165 -5.560 2.011
C 2.003 -4.172 -0.548
C -1.089 -0.903 4.054
N 3.433 2.262 -0.775
H -3.945 0.485 -1.777
C 2.403 1.479 -0.925
H -3.976 -1.086 0.938
H 5.995 0.521 -1.722
N -1.090 2.164 0.876
C -3.006 -2.704 -0.048
N 1.240 -4.507 4.184
H 2.449 -3.674 -2.589
H 4.329 0.081 -1.781
H 1.397 1.450 1.410
C 0.181 4.906 -3.181
N 0.526 -1.822 -0.555
C -1.642 -3.632 -2.222
C -1.137 2.732 3.251
H -4.756 -2.669 1.180
C -0.369 4.751 -0.773
Se 2.159 -5.948 3.741
N -1.082 -0.051 -2.742
```

Atomic partial charges in e from the Mulliken method, atoms 1 to 8: -0.276, -0.927, 0.524, 3.027, -0.174, 0.401, 0.484, 1.018

=====

No. 2
Formula: H3N4O2
Source: OMol25
Level of theory: ωB97M-V/def2-TZVPD

The value obtained for the highest occupied orbital energy is -0.1026 Ha. For the LUMO energy, the calculation gives 4.68 eV. As for the SMILES: N[N-][N+](=O)[N-]O. Its charge is -1.

```
9
H3N4O2, DFT ωB97M-V/def2-TZVPD
O -0.154 1.066 -0.177
H 2.168 0.175 -0.660
N -1.522 -0.663 0.299
H 1.897 -0.371 0.932
H -1.962 1.307 -0.110
N 1.859 -0.664 -0.042
N 0.530 -1.054 -0.199
N -0.365 -0.178 -0.034
O -2.450 0.382 -0.010
```

Atomic partial charges in e from the natural (NBO) method, atoms 1 to 8: -0.659, 0.319, -0.130, 0.319, 0.473, -0.694, -0.311, 0.355

=====

No. 3
Formula: C45H37GeN6O2Tc
Source: OMol25
Level of theory: ωB97M-V/def2-TZVPD

The value obtained for the highest occupied orbital energy (spin up / spin down) is -0.4801 / -0.4800 Ha. For the LUMO energy (spin up / spin down), the calculation gives -7.19 / -7.19 eV. Its charge is +2.

```
92
C45H37GeN6O2Tc, DFT ωB97M-V/def2-TZVPD
C 4.955 2.566 -2.846
H 4.307 -1.540 0.380
C 2.021 2.968 3.863
C -3.047 -3.194 3.331
H 4.005 1.855 1.322
H -2.743 -3.127 4.368
C 3.114 2.180 1.840
C 2.124 3.380 5.301
C 2.788 2.087 -1.080
C 1.423 -2.556 -1.076
C -1.698 -4.771 -3.792
H -5.143 0.738 1.675
C -3.305 -3.025 -4.196
H -0.089 3.189 3.776
O -3.986 -0.306 -0.314
C -1.339 -4.161 -2.598
C 2.975 1.294 -2.222
H -5.277 1.188 4.137
C -0.164 -0.230 -2.651
C -2.547 -2.933 0.995
C -4.694 -3.775 1.675
H 1.232 3.906 5.633
C -2.159 -2.838 2.328
C 0.501 -1.973 -0.206
H 4.127 2.556 3.664
C -2.943 -2.407 -3.008
H -1.543 3.734 2.289
H -4.092 -2.601 -4.807
H -0.600 -4.630 -1.957
C 3.244 -1.647 0.208
H 0.263 -0.804 1.591
C 2.785 -2.390 -0.873
O -1.767 -0.297 -0.249
C 3.682 3.145 -0.886
C 1.249 -1.299 -4.159
H 6.934 3.275 -3.289
H -2.924 3.452 -1.730
H -0.882 -1.027 -4.536
C 0.710 2.507 1.888
H 2.253 2.497 5.932
C -2.242 3.095 -0.962
Ge -1.442 -2.250 -0.463
N -1.932 0.204 2.481
H -3.197 0.945 5.502
H -3.432 -1.492 -2.691
H 5.446 4.166 -1.502
C 0.804 2.929 3.222
H 3.490 -2.865 -1.544
C -4.271 0.681 2.311
H 2.990 4.021 5.463
H -1.089 0.268 4.344
H 5.773 3.467 -4.599
C -3.811 -3.419 0.668
N 1.707 1.916 -0.189
C 3.173 2.564 3.152
C 2.337 -1.066 1.080
C -4.318 -3.649 3.006
C -4.336 0.921 3.675
C -2.416 3.511 0.369
H 6.429 1.873 -4.250
H -2.946 -4.668 -5.530
H -1.163 -2.498 2.585
C -2.673 -4.196 -4.595
N -1.259 2.313 -1.289
C -2.012 0.410 3.790
C 0.967 -1.213 0.872
H 4.121 1.019 -4.020
H -4.102 -3.518 -0.371
H 1.072 -3.148 -1.913
C 6.093 2.803 -3.793
C -3.046 0.335 1.758
N -0.422 2.439 1.114
H 3.304 -0.773 -3.869
H -1.229 -5.702 -4.083
H 2.693 -0.523 1.945
C 4.759 3.358 -1.718
C 4.027 1.569 -3.094
Tc -0.078 1.206 -0.514
N 2.070 0.253 -2.554
N 0.856 0.188 -1.959
C 2.284 -0.637 -3.549
H 1.447 -2.047 -4.914
C -1.473 3.224 1.334
C -2.992 -0.076 0.316
C -3.186 0.782 4.433
H 3.510 3.821 -0.062
H -5.008 -3.926 3.792
C 1.882 2.189 1.158
C -1.944 -2.964 -2.216
H -3.241 4.164 0.613
H -5.676 -4.153 1.422
C -0.048 -0.838 -3.878
```

Atomic partial charges in e from the Mulliken method, atoms 1 to 8: 0.150, 0.480, 0.204, -0.633, 0.625, 0.484, 0.019, -1.662

=====

No. 4
Formula: C2H7N
Source: OMol25
Level of theory: ωB97M-V/def2-TZVPD

The value obtained for the highest occupied orbital energy is -0.3617 Ha. For the LUMO energy, the calculation gives 1.08 eV. As for the SMILES: C=C.N. Its charge is 0.

```
10
C2H7N, DFT ωB97M-V/def2-TZVPD
H -0.190 0.570 -2.543
H -0.460 -1.105 -1.874
H 1.848 -1.069 -0.907
H -1.997 0.301 3.233
N -1.099 0.288 2.781
H -0.711 1.190 2.562
C 0.219 -0.260 -1.984
H -1.160 -0.241 1.924
C 1.453 -0.270 -1.512
H 2.098 0.595 -1.680
```

Atomic partial charges in e from the natural (NBO) method, atoms 1 to 8: 0.192, 0.190, 0.196, 0.363, -1.084, 0.363, -0.386, 0.359

=====

Result set for maximum force: 0.923; 3.332; 2.089; 0.871 eV Å⁻¹, one per record in the order listed.
Result set for electronic energy: -158604.5741; -10099.3538; -118999.3814; -3676.6778 eV, one per record in the order listed.
Result set for energy above the lowest of the compared OMol25 structures with the same formula, charge and spin: 130.1; 102.3; 301.8; 77.6 kJ/mol, one per record in the order listed.